Record 1
{"formula": "C6H13NO2", "method": "ωB97M-V/def2-TZVPD", "elements": ["C", "C", "O", "C", "C", "O", "H", "H", "H", "H", "H", "H", "C", "C", "N", "H", "H", "H", "H", "H", "H", "H"], "xyz": [[-1.00488, 1.81309, -1.28000], [0.12099, 1.11646, -1.43508], [1.34899, 1.66010, -1.44039], [0.22579, -0.44821, -1.57577], [-1.04567, -1.17547, -1.89026], [1.33799, -0.84149, -1.92155], [-1.96821, 1.33918, -1.28985], [-0.97106, 2.85889, -1.02562], [1.95697, 0.90890, -1.65348], [-1.70457, -1.14997, -1.02426], [-1.55933, -0.71773, -2.73273], [-0.81849, -2.20643, -2.15476], [1.03601, 0.52939, 2.17801], [0.03305, -0.36344, 1.45310], [-0.20416, -1.63983, 2.06998], [1.22491, 1.42262, 1.58590], [0.65625, 0.81001, 3.15964], [1.99318, 0.01645, 2.27228], [-0.92376, 0.14427, 1.30909], [0.48898, -0.37623, 0.35884], [0.66282, -2.14534, 2.21932], [-0.88581, -1.55520, 2.81758]], "forces_ev_per_angstrom": [[0.4, -0.3, 0.3], [0.1, -1.2, 0.6], [0.3, -0.2, 0.0], [0.3, 2.1, -3.4], [0.1, -0.8, 0.9], [-0.9, -0.2, 1.1], [-0.1, -0.2, 0.1], [0.1, 0.2, -0.3], [-0.3, 0.4, 0.1], [-0.2, -0.1, 0.0], [0.2, 0.3, 0.0], [0.0, 0.0, 0.1], [-0.3, 0.1, -0.1], [1.1, 0.8, -1.8], [-0.2, 0.0, -1.1], [0.0, 0.2, 0.0], [0.2, 0.0, 0.1], [0.0, -0.1, 0.2], [0.0, 0.0, 0.1], [-1.0, -0.9, 2.3], [-0.6, 0.0, 0.7], [0.7, -0.4, 0.1]], "smiles": "C=C(O)C(C)=O.CCN", "lumo_energy_ev": 0.2, "charge": 0, "homo_energy_ev": -9.0, "energy_ev": -12016.455}



Record 2
{"formula": "C6H13NO2", "method": "ωB97M-V/def2-TZVPD", "elements": ["H", "N", "C", "O", "C", "O", "H", "H", "H", "H", "C", "C", "C", "C", "H", "H", "H", "H", "H", "H", "H", "H"], "xyz": [[-1.40391, 2.30894, 1.33810], [-1.22110, 2.43171, 0.34802], [-0.04320, 2.12952, 0.01398], [0.33699, 2.17509, -1.25680], [1.01086, 1.52600, 1.00062], [0.43349, 1.07532, 2.19539], [1.17702, 1.60586, -1.41910], [1.69070, 2.34072, 1.26662], [1.59979, 0.73362, 0.51402], [-0.22595, 0.40695, 1.97561], [0.76471, -0.84623, -1.51394], [-0.12599, -1.30277, -0.62166], [-1.55585, -0.85058, -0.62196], [0.23587, -2.28577, 0.44830], [0.43982, -0.30371, -2.38839], [1.74694, -1.29204, -1.59049], [-2.18075, -1.57802, -1.14678], [-1.68086, 0.10249, -1.12441], [-1.93893, -0.76190, 0.38875], [0.19754, -1.81785, 1.43537], [1.22909, -2.69848, 0.29424], [-0.48631, -3.09888, 0.46451]], "forces_ev_per_angstrom": [[0.4, 0.1, 0.1], [0.0, 0.3, -0.7], [0.1, -1.6, 1.9], [2.2, -0.7, -1.4], [-0.2, 0.8, -0.6], [-0.1, 0.0, 0.1], [-2.1, 1.4, 0.7], [0.0, -0.1, 0.0], [-0.2, 0.2, 0.0], [0.0, 0.0, 0.0], [-0.5, -1.2, -0.2], [0.4, 0.4, -0.3], [0.0, 0.0, -0.4], [0.1, 0.1, 0.0], [-0.1, 0.5, 0.1], [0.2, 0.1, 0.2], [0.0, -0.1, 0.1], [0.0, 0.1, 0.0], [-0.1, 0.0, 0.2], [0.0, 0.0, 0.1], [0.1, 0.0, 0.1], [-0.1, -0.1, 0.0]], "smiles": "[H]/N=C(/O)CO.C=C(C)C", "lumo_energy_ev": 0.6, "charge": 0, "homo_energy_ev": -9.6, "energy_ev": -12016.707}



Record 3
{"formula": "C6H13NO2", "method": "ωB97M-V/def2-TZVPD", "elements": ["C", "C", "C", "N", "C", "C", "C", "H", "H", "H", "H", "H", "H", "H", "H", "H", "O", "H", "H", "O", "H", "H"], "xyz": [[1.72403, 0.23749, -1.31763], [0.66217, 0.47967, -0.26665], [0.71010, 1.53243, 0.67253], [-0.38007, 1.39249, 1.53616], [-1.17195, 0.33455, 1.06208], [-0.49648, -0.29864, -0.03948], [-0.87560, -1.65043, -0.56299], [2.75668, 0.57063, -1.10108], [1.56240, 0.79148, -2.18302], [1.88938, -0.92502, -1.50898], [1.46595, 2.21151, 0.98484], [-0.57093, 2.02234, 2.29750], [-2.07157, 0.10921, 1.57235], [-0.92366, -2.54305, 0.17498], [-1.73738, -2.02118, -1.10316], [-0.10192, -2.02306, -1.31414], [-2.13945, 0.64362, -2.31581], [-2.31926, 0.99421, -1.45064], [-1.44348, 0.11613, -2.28976], [1.88814, -1.88254, 1.61664], [1.20541, -1.99846, 2.24428], [1.64572, -0.95122, 1.22987]], "forces_ev_per_angstrom": [[1.4, -2.9, 1.2], [1.3, 1.1, 0.4], [-1.4, -1.8, 0.6], [0.1, -1.2, -2.4], [2.3, 0.4, -0.8], [-2.2, 0.9, 2.7], [1.8, -3.5, -0.7], [-0.5, 0.0, 0.8], [-0.9, 0.4, -1.9], [-0.7, 2.5, 0.1], [0.6, 0.4, -0.4], [-0.2, -0.2, -0.1], [-0.6, -0.4, 0.2], [0.8, 1.8, -0.3], [-1.1, 1.7, -0.3], [-0.4, 0.6, 1.1], [-5.2, 3.8, -1.3], [0.3, -0.1, 0.5], [4.8, -3.6, 0.5], [0.5, 2.9, -2.0], [-1.2, -0.4, 1.1], [0.7, -2.5, 0.9]], "smiles": "Cc1c[nH]cc1C.O.O", "lumo_energy_ev": 0.6, "charge": 0, "homo_energy_ev": -8.5, "energy_ev": -12016.365}



Record 4
{"formula": "C6H13NO2", "method": "ωB97M-V/def2-TZVPD", "elements": ["C", "C", "C", "C", "C", "C", "N", "O", "O", "H", "H", "H", "H", "H", "H", "H", "H", "H", "H", "H", "H", "H"], "xyz": [[1.45120, 1.05563, 1.65590], [-1.54720, -0.43295, -0.84856], [0.69717, -0.97654, -1.93228], [0.33996, -1.48737, 0.51031], [-0.32321, 2.35184, 2.08506], [-0.00498, -0.60521, -0.68792], [0.60749, 0.69933, -0.26126], [0.02201, 1.71630, -0.59331], [1.03299, 2.31820, 1.74063], [2.51714, 1.07862, 1.42956], [-2.07451, -0.41582, 0.08369], [-1.89748, 0.58105, -1.26856], [-1.90804, -1.17707, -1.46599], [1.74097, -0.86070, -1.67888], [0.41944, -0.46470, -2.86653], [0.52997, -1.97921, -2.14500], [1.00386, -2.38392, 0.27085], [0.80470, -0.89449, 1.18975], [-0.50522, -1.84905, 1.00356], [-0.73836, 3.43574, 1.93955], [-0.60271, 1.92529, 3.08227], [-0.74336, 1.69569, 1.33825]], "forces_ev_per_angstrom": [[-0.9, 1.0, 0.1], [0.7, 3.2, 0.1], [0.7, 0.9, -0.8], [0.8, -2.9, -2.7], [-2.2, 1.4, -0.1], [-2.3, 1.1, 1.4], [-0.2, 2.4, -0.7], [0.9, -1.8, 0.2], [1.8, -0.8, 0.7], [0.4, 0.2, -0.3], [-0.1, -0.5, 0.8], [1.1, -1.5, 0.1], [-0.9, -1.7, -1.2], [0.6, 0.0, -0.6], [0.1, 0.5, 0.6], [-0.3, -2.1, -0.2], [-0.8, 1.2, 0.1], [1.6, 1.4, 2.0], [-1.6, -0.7, 0.5], [0.9, -2.0, 0.4], [0.8, 0.6, -0.6], [-1.2, 0.2, 0.2]], "lumo_energy_ev": [-0.4, -0.4], "charge": 0, "homo_energy_ev": [-8.0, -8.0], "energy_ev": -12011.153}



Record 5
{"formula": "C6H13NO2", "method": "ωB97M-V/def2-TZVPD", "elements": ["C", "C", "C", "C", "C", "C", "N", "O", "O", "H", "H", "H", "H", "H", "H", "H", "H", "H", "H", "H", "H", "H"], "xyz": [[1.18963, 0.02817, -0.45963], [-0.27997, 1.95202, 0.60902], [-2.05224, 0.80663, -0.87652], [-1.59684, -0.09195, 1.36185], [3.07333, -2.19325, -0.57326], [-0.98259, 0.63094, 0.19669], [-0.01609, -0.36298, -0.39934], [-0.51619, -1.46806, -0.57122], [2.52711, -1.24435, -1.37724], [1.76339, 0.79455, -0.11709], [0.23187, 1.86076, 1.61689], [0.32514, 2.15911, -0.24229], [-1.11272, 2.75521, 0.66479], [-1.72829, 1.35615, -1.61654], [-2.94574, 1.29130, -0.59613], [-2.35920, -0.18229, -1.17887], [-2.25222, 0.62664, 1.77573], [-1.99971, -0.99192, 1.16691], [-0.88439, -0.30420, 2.08438], [3.86581, -1.84868, 0.10248], [3.50713, -2.84167, -1.34434], [2.24277, -2.73213, -0.22627]], "forces_ev_per_angstrom": [[2.5, -5.3, -3.1], [-2.4, 0.0, 0.9], [-0.7, -2.7, 3.0], [1.1, 2.9, 0.1], [0.6, -0.4, -1.0], [-0.9, 0.5, 0.3], [0.8, 1.5, 1.4], [-0.1, -2.0, -1.2], [-3.2, 4.8, 0.4], [1.0, 1.9, 0.6], [-0.3, 0.2, -1.4], [0.8, 1.0, -0.2], [1.5, -1.2, 0.1], [2.0, 2.6, -4.3], [-0.9, 0.6, 1.2], [0.1, -0.2, -0.4], [-1.2, 0.4, 0.7], [-1.9, -2.7, -1.2], [1.7, -0.2, 1.6], [-0.4, -0.2, 0.3], [0.5, -0.3, 0.3], [-0.6, -1.2, 1.8]], "lumo_energy_ev": [0.1, 0.1], "charge": 0, "homo_energy_ev": [-9.4, -9.4], "energy_ev": -12010.645}



M: 131.18; 131.17; 131.17; 131.18; 131.18 (g mol⁻¹)